Molecular formula: C5H9NO
Method: DFT, wB97M-V/def2-TZVPD

```
16
Properties=species:S:1:pos:R:3:forces:R:3
C -1.635785 0.072217 0.924664 0.26 0.94 2.48
O 0.898699 0.617928 0.768057 -1.32 -0.23 -0.29
C 0.206380 -1.594268 0.044348 -0.65 -0.63 -0.11
H -0.722859 -2.268164 -0.093274 1.47 1.12 -0.87
H 1.356783 2.200062 -0.589053 -0.39 -0.40 -0.17
H 2.732904 1.471420 0.279542 -1.81 -0.47 -0.67
H 0.665824 -2.165202 0.918843 0.08 1.49 -1.02
H 1.985161 0.524403 -1.017880 -0.30 0.12 -0.35
H -2.187509 -0.770870 1.383787 0.68 0.37 0.28
C -0.269276 -0.155202 0.285131 2.22 0.68 -1.11
H -1.625604 1.019853 1.610337 -0.28 -1.79 -1.20
H 0.906440 -1.382245 -0.856499 -1.04 -1.64 1.40
N -2.182372 0.304954 -0.364013 -1.62 1.53 -2.57
C 1.711274 1.225826 -0.229861 2.02 0.19 1.56
H -0.769552 0.521841 -2.072426 -0.86 -0.08 1.24
C -1.070507 0.377449 -0.991709 1.54 -1.19 1.39
```
Forces are in eV/Å.

Summary:
E_HOMO = -9.26 eV
Kohn-Sham gap = 0.373 Ha
Spin multiplicity = 1
Relative energy (zero: lowest compared OMol25 entry of this formula, charge and spin) = 91.93 kcal/mol
Total energy = -8865.2260 eV

These are the natural (NBO) partial charges, in e, on atoms 1 to 6: atom 1 (C): -0.2727, atom 2 (O): -0.5531, atom 3 (C): -0.6482, atom 4 (H): 0.2226, atom 5 (H): 0.1772, atom 6 (H): 0.1950